DFT (wB97M-V/def2-TZVPD) results for a molecular structure, C10H30K4O14P.

CARTESIAN COORDINATES (ANGSTROEM)
K -22.742490 -17.227409 18.058028
K -20.336783 -16.632965 14.964437
K -21.156221 -13.873992 17.494155
K -18.040264 -14.865014 20.797049
P -19.611286 -16.501466 18.319326
O -19.148365 -15.340138 17.410075
O -20.642825 -16.018038 19.375130
O -18.380239 -16.946554 19.084036
O -20.289471 -17.625735 17.487601
C -19.997275 -19.945083 20.038819
C -20.415778 -19.410956 21.399113
O -20.024184 -18.078310 21.674982
O -20.999508 -19.722538 19.025041
H -19.949455 -21.034017 20.153580
H -19.031147 -19.567516 19.703747
H -19.993430 -19.994008 22.211700
H -21.512516 -19.459404 21.418872
H -20.018546 -17.594880 20.837167
H -20.729548 -19.078796 18.338083
C -15.004756 -17.792589 19.289862
C -15.536102 -18.117973 17.901278
O -16.700349 -18.893332 17.845164
O -15.967848 -17.226795 20.220201
H -14.130377 -17.152915 19.186557
H -14.712860 -18.738541 19.767086
H -14.756213 -18.602314 17.314804
H -15.712876 -17.162400 17.379366
H -17.417943 -18.315793 18.221010
H -16.852580 -17.403321 19.863890
C -21.792265 -14.994319 22.224325
C -22.978740 -15.173099 21.289432
O -22.961471 -16.467859 20.727146
O -20.624073 -14.525717 21.518506
H -21.517318 -15.994058 22.582488
H -21.948367 -14.367423 23.097658
H -22.848171 -14.440918 20.462168
H -23.962782 -14.917937 21.670781
H -22.104822 -16.589952 20.288795
H -20.625799 -15.059103 20.685442
C -19.662851 -20.466595 15.658829
C -18.471765 -19.917262 14.903258
O -18.087184 -18.630394 15.333456
O -20.707722 -19.504230 15.672318
H -19.382280 -20.739460 16.684475
H -20.083128 -21.374401 15.229501
H -18.720757 -19.875359 13.842335
H -17.628650 -20.611675 15.008166
H -17.804866 -18.679620 16.275363
H -20.467341 -18.820257 16.320935
C -15.859777 -14.360477 17.512083
C -16.432570 -13.073718 18.032337
O -17.701952 -13.259725 18.703278
O -16.497526 -14.779942 16.311092
H -15.893108 -15.123257 18.299966
H -14.797857 -14.219829 17.286454
H -16.563928 -12.330456 17.238451
H -15.728986 -12.580044 18.710815
H -18.159481 -13.895636 18.108986
H -17.252172 -15.337485 16.563541

Force components x, y, z for each atom (eV/Å):
K -0.449 -0.779 0.479
K 0.919 -0.631 -0.008
K 0.145 0.583 0.563
K 0.271 -0.352 0.272
P 1.809 -0.732 0.704
O -1.138 0.400 -1.067
O -1.061 0.562 -0.916
O -0.030 -0.766 -0.063
O -0.181 0.986 -0.466
C -0.461 -0.554 -0.216
C -0.290 0.391 -0.260
O 0.166 0.575 -0.320
O -0.383 0.330 0.067
H 0.226 0.096 -0.149
H 0.088 0.048 0.159
H -0.034 -0.306 -0.046
H 0.040 -0.294 0.193
H 0.092 0.034 0.085
H 0.582 -0.290 0.741
C -0.721 -1.307 0.980
C 0.460 1.579 -0.506
O -1.259 0.149 0.538
O 0.644 0.359 -0.896
H -0.056 0.189 0.139
H 0.354 0.136 -0.208
H 0.054 -0.257 0.189
H -0.048 -0.104 0.007
H 0.443 -0.463 -0.032
H -0.084 0.093 0.063
C 0.767 -0.631 0.275
C 0.672 0.988 -0.899
O -0.948 -0.563 -0.388
O -0.527 0.202 -0.205
H -0.378 0.024 0.233
H -0.169 0.300 -0.201
H 0.067 0.042 0.238
H -0.023 -0.561 0.506
H 0.458 0.260 0.533
H 0.160 0.165 0.260
C -0.134 0.099 0.481
C 0.329 -0.924 -0.143
O -0.421 0.584 0.390
O -0.521 0.369 -0.252
H 0.010 0.211 0.025
H 0.231 -0.004 -0.327
H 0.061 0.284 -0.050
H -0.067 -0.011 -0.052
H 0.256 -0.151 -0.595
H 0.220 -0.276 0.191
C 0.424 0.002 -0.213
C 0.014 0.997 0.280
O 0.256 -0.355 -0.717
O -0.200 -0.340 0.355
H -0.184 -0.059 -0.081
H -0.109 0.109 -0.095
H -0.039 -0.311 -0.245
H -0.207 -0.329 0.334
H -0.126 0.002 0.359
H 0.031 0.202 -0.024

Properties
Molecular weight in g/mol: 561.70
Net charge: +1
LUMO level in eV: -4.5
E_tot in eV: -114113.244